(1)
Formula: C35H34GeMoN2O5
Source: OMol25
Level of theory: ωB97M-V with the def2-TZVPD basis set

ORCA input file:
```
! wB97M-V def2-TZVPD RIJCOSX def2/J DEFGRID3
* xyz 1 4
Mo -1.4644 -0.0588 -1.1639
Ge 0.8265 -1.3386 0.5211
O -1.6509 1.9933 -1.2526
O 0.8448 0.4489 -2.2742
O -1.6487 3.3430 0.5147
O 0.3426 0.6231 -0.1374
O 0.5969 3.2193 -3.2439
N -2.4892 -0.0874 0.7380
N -3.0481 0.5331 2.7636
C 0.4644 -0.8180 2.3422
C -2.5548 0.0471 -3.2678
C -1.5079 -1.8942 -2.6704
C 0.1148 4.2187 -2.3405
C 4.9190 -0.5487 0.4988
C -3.5000 -0.9183 1.1919
C 5.2997 -0.7480 -0.8201
C -0.3846 -1.3799 4.5379
C 0.8550 0.4311 2.8343
C -1.4177 -0.7505 -3.5063
C 1.3923 2.5421 -1.2065
C 3.5926 -0.7243 0.8714
C -1.1097 2.9023 -0.4846
C -1.6447 -4.7323 0.1119
C 0.1993 3.5301 -0.9494
C 2.6393 -1.1054 -0.0737
C -0.8433 -5.5962 -0.6268
C 4.3575 -1.1275 -1.7685
C -0.1436 -1.7238 3.2123
C 0.0779 -3.0451 0.0118
C -3.0931 1.3151 3.9937
C 0.8807 -3.9217 -0.7198
C -3.8577 -0.5338 2.4407
C 0.6187 0.7716 4.1564
C 0.9003 1.1246 -1.2513
C -1.1881 -3.4624 0.4255
C 1.2081 5.2865 -2.4142
C -0.0071 -0.1318 5.0088
C 1.8506 2.9938 -2.6021
C 3.0339 -1.3083 -1.3985
C 0.4190 -5.1926 -1.0371
C -2.2490 0.7702 1.7245
C -2.7403 -1.8278 -1.9756
C -3.3833 -0.6101 -2.3269
C 2.4726 4.3962 -2.5088
H -2.7426 1.0252 -3.6820
H -4.6022 -0.9125 3.1189
H 1.2077 5.9558 -1.5555
H 1.3261 1.1470 2.1788
H 4.6549 -1.2813 -2.7977
H 5.6530 -0.2598 1.2397
H 1.0793 5.8837 -3.3147
H -0.8541 -2.0941 5.2028
H 2.1544 2.6383 -0.4311
H -0.8835 4.5334 -2.6309
H -0.5863 -0.4887 -4.1387
H -2.2739 2.0288 3.9785
H -2.9772 0.6576 4.8517
H 2.3090 -1.5876 -2.1527
H 2.4198 2.2505 -3.1506
H -1.2006 -6.5871 -0.8747
H -0.1838 0.1345 6.0433
H 6.3329 -0.6102 -1.1108
H -1.5462 1.5873 1.6798
H 0.9264 1.7411 4.5255
H -0.8089 -2.7136 -2.6151
H -4.0373 1.8506 4.0583
H -3.1170 -2.5835 -1.3044
H 0.4631 4.2510 -0.1804
H 1.8744 -3.6283 -1.0298
H -2.6234 -5.0542 0.4454
H 3.1330 4.4961 -1.6466
H 3.0534 4.6168 -3.4014
H -1.8179 -2.7987 0.9976
H -4.3282 -0.2490 -1.9533
H 1.0493 -5.8679 -1.6003
H -3.9174 -1.7070 0.5941
H -0.4264 -2.7109 2.8722
H 3.3101 -0.5680 1.9053
*
```

Results
Frontier orbital gap (spin up / spin down): 7.6 / 8.4 eV
E_LUMO (spin up / spin down): -2.91 / -3.56 eV
HOMO (spin up / spin down): -10.51 / -11.93 eV
<S²>: 3.771
Relative energy (zero: lowest compared OMol25 entry of this formula, charge and spin): 24.0 kcal per mole

---

(2)
Formula: C47H65N10O6P
Source: OMol25
Level of theory: ωB97M-V with the def2-TZVPD basis set

ORCA input file:
```
! wB97M-V def2-TZVPD RIJCOSX def2/J DEFGRID3
* xyz 0 1
P -0.2705 -0.9960 -0.6716
O 5.6919 0.4064 2.6048
O 1.2657 -0.8335 -0.3251
O -0.9795 0.2412 0.0307
O -0.7716 -2.2746 0.1687
O -0.6237 -1.0657 -2.0853
O 5.0442 -1.6484 1.9552
N -6.3268 8.3840 4.3157
N -4.1201 0.3631 -0.0118
N 8.7298 -2.0958 -10.5453
N 3.1313 -6.7342 3.8947
N 0.1456 -3.1416 0.8519
N -9.1597 1.3905 0.5740
N 6.2163 -4.6119 -7.3268
N 4.1809 -1.9503 -5.8455
N -1.4745 6.7261 2.5060
N -3.2483 2.1477 5.0557
C 7.6573 -0.5856 -9.3355
C 2.9900 -2.4100 -1.1406
C -7.9219 9.9145 4.2572
C -1.9961 2.7565 2.0873
C -5.6246 0.7083 1.5758
C -1.8060 8.8788 2.1261
C 8.1761 -1.8536 -9.3189
C -4.7011 -0.1853 1.0988
C -4.0552 2.8082 7.0086
C 2.2318 -8.6843 3.3675
C 2.2628 -1.0995 -1.3389
C -0.8893 7.8673 2.0307
C 5.1580 -1.0405 -6.1518
C -9.7914 0.3432 1.1832
C -8.2034 9.0006 5.3096
C -0.9546 0.3895 1.4520
C 4.7647 0.1764 -5.6663
C 3.9672 -1.3596 1.0305
C 0.5017 -2.6435 2.1614
C 6.4625 -4.9254 -8.6360
C -1.5251 1.6891 1.7942
C 1.2874 -3.7276 2.9202
C 3.1645 -1.3261 -5.1743
C -10.8394 2.2579 1.7231
C 7.9101 -0.0429 -10.6254
C 5.2480 -0.6632 2.8645
C 3.8214 -2.5859 0.1552
C -6.7578 9.5066 3.6635
C -5.5947 1.8396 0.7143
C 1.4963 -8.1187 4.4451
C 6.8038 -6.2494 -8.6897
C -2.7550 6.9946 2.9063
C -9.7899 2.5600 0.8963
C -3.2890 3.1911 5.9395
C -2.9908 8.3247 2.6828
C 2.4487 -3.1319 3.7306
C 3.4974 -0.0042 -5.0464
C -7.2007 8.0686 5.3193
C 3.2334 -7.8067 3.0506
C -4.6558 1.5938 -0.2552
C -4.4930 1.4793 6.7586
C 8.5734 -0.9984 -11.3468
C 2.0757 -6.9158 4.7471
C -3.9783 1.1020 5.5464
C -10.8404 0.8479 1.9055
C 6.7610 -6.7543 -7.3598
C 6.3966 -5.7204 -6.5416
H 0.0624 0.3253 1.8393
H 3.3977 -3.4023 0.7463
H -2.7589 2.1511 4.1779
H 7.0564 -6.7979 -9.5815
H -5.1163 0.8732 7.3942
H 1.6629 -4.4476 2.1926
H -11.5308 0.2723 2.4988
H -9.4426 -0.6667 1.0526
H -2.7696 4.1134 5.7390
H 4.0044 -7.8538 2.3011
H 6.3711 -4.1828 -9.4101
H 4.1932 -2.9264 -6.0775
H 0.6074 -4.2178 3.6126
H 2.9808 -0.2823 -1.2772
H 9.1811 -2.9504 -10.8146
H -4.3239 2.1895 -1.0879
H 0.1236 7.8627 1.6672
H 2.3199 -2.0560 3.8704
H 5.3195 1.0956 -5.7495
H 7.6358 0.9360 -10.9805
H -5.4968 7.8676 4.0909
H -7.0358 7.2130 5.9513
H -3.4017 -0.0729 -0.5629
H -4.4102 -1.1600 1.4535
H -11.5283 2.9669 2.1503
H 6.2525 -5.6778 -5.4756
H -1.6474 9.9022 1.8316
H -1.5660 -0.3882 1.9109
H 2.0454 -9.6274 2.8823
H -4.2774 3.4115 7.8726
H 5.9613 -3.7008 -6.9966
H 5.0084 -0.9732 3.8919
H 2.8987 0.7519 -4.5663
H -6.2516 0.5703 2.4412
H -9.0454 9.0254 5.9805
H 2.3006 -3.2535 -1.2332
H -8.3464 1.3132 -0.0109
H 8.9456 -0.9901 -12.3566
H -6.2043 9.9185 2.8370
H 3.4075 -3.2590 3.2225
H 2.2946 -1.8738 -4.8520
H 4.2348 -0.4654 0.4694
H 1.8295 -6.1777 5.4913
H -3.9073 8.8510 2.8896
H 6.0459 -1.3299 -6.6893
H 8.2042 -2.6008 -8.5440
H 6.9754 -7.7609 -7.0428
H -9.4409 3.5035 0.5131
H -0.4143 -2.3790 2.6888
H 0.6412 -8.5470 4.9400
H -1.0285 5.8288 2.5543
H 1.1079 -1.7293 2.1245
H 4.8261 -2.9140 -0.1122
H -6.1933 2.7321 0.7997
H 3.0634 -1.1894 1.6154
H 0.9505 -3.2766 0.2509
H -4.0744 0.1839 4.9925
H 7.1519 -0.0964 -8.5195
H -8.5075 10.7715 3.9700
H -3.3855 6.2212 3.3141
H 3.7409 -5.9373 3.8910
H -2.3872 3.6632 2.4751
H 1.8459 -1.0702 -2.3432
H 3.6592 -2.4830 -2.0010
H 2.5171 -3.5698 4.7257
*
```

Results
Frontier orbital gap: 8.1 eV
E_LUMO: 0.07 eV
HOMO: -8.03 eV
SMILES string: C#CCO[P@@](=O)(OCCCCOC=O)ONCCC.c1cc[nH]c1.c1cc[nH]c1.c1cc[nH]c1.c1cc[nH]c1.c1cc[nH]c1.c1cc[nH]c1.c1cc[nH]c1.c1cc[nH]c1.c1cc[nH]c1

---

(3)
Formula: C2H8O
Source: OMol25
Level of theory: ωB97M-V with the def2-TZVPD basis set

ORCA input file:
```
! wB97M-V def2-TZVPD RIJCOSX def2/J DEFGRID3
* xyz 0 1
O 1.8043 1.6175 -1.6319
C -0.3775 -0.6661 1.3871
C -0.8295 -0.3134 -0.0208
H 0.2985 0.0861 1.8276
H 0.1308 -1.6449 1.3976
H -1.4790 -1.1052 -0.4303
H 2.2341 0.8008 -1.9732
H 0.0413 -0.1931 -0.6871
H 0.8558 1.5186 -1.8745
H -1.2838 -0.7336 2.0122
H -1.3951 0.6334 -0.0067
*
```

Results
Frontier orbital gap: 12.4 eV
E_LUMO: 0.93 eV
HOMO: -11.48 eV
Relative energy (zero: lowest compared OMol25 entry of this formula, charge and spin): 0.6 kcal per mole
SMILES string: CC.O

---

(4)
Formula: C20H17BrN3O6SSr
Source: OMol25
Level of theory: ωB97M-V with the def2-TZVPD basis set

ORCA input file:
```
! wB97M-V def2-TZVPD RIJCOSX def2/J DEFGRID3
* xyz -1 1
Sr -0.8981 0.2123 0.5888
Br 2.8567 -2.3882 -0.3253
S -3.9196 -0.6540 -0.3506
O 0.1148 2.0496 -0.5458
O -3.5501 0.5981 0.3178
O 1.2665 -0.8576 4.2926
O 1.5543 3.7655 -0.6793
O -4.7715 -1.5514 0.3961
O 0.1659 0.2945 2.7756
N 2.1676 0.2964 -0.2975
N -0.8972 -2.6084 -0.0848
N -2.5620 -1.2716 -0.8565
C -2.9367 -3.7087 -0.7108
C -6.9871 0.9255 -5.3351
C 3.6955 2.1174 -0.0541
C -5.0548 1.1994 -3.7435
C -0.3932 -3.7986 0.2407
C 2.1609 -1.1944 3.2466
C -6.2190 0.5244 -4.1086
C -4.3601 0.8576 -2.5970
C -2.1559 -2.5541 -0.5620
C 1.2610 2.5843 -0.5226
C 0.1703 -0.0350 3.9880
C -4.8243 -0.1767 -1.7964
C 4.7425 1.2343 0.1527
C -6.6660 -0.5073 -3.2910
C -2.3907 -4.9264 -0.3650
C -5.9781 -0.8605 -2.1391
C 2.4243 1.6135 -0.2773
C 3.1864 -0.5103 -0.1482
C 4.4975 -0.1268 0.0911
C -1.0912 -4.9842 0.1194
H -3.4616 1.3932 -2.3184
H -6.3367 -1.6561 -1.5002
H 3.8196 3.1900 -0.0513
H 1.6584 -1.7313 2.4362
H 5.7449 1.5941 0.3480
H -6.3257 1.3035 -6.1150
H -3.9480 -3.6270 -1.0805
H -2.9815 -5.8286 -0.4701
H -7.5482 0.0864 -5.7472
H -7.5697 -1.0444 -3.5567
H 2.6363 -0.3095 2.8133
H 2.9235 -1.8439 3.6773
H 0.6164 -3.7901 0.6326
H -4.6865 2.0070 -4.3653
H -0.6310 -5.9187 0.4086
H -7.7041 1.7172 -5.1045
H 5.2749 -0.8637 0.2209
*
```

Results
Frontier orbital gap: 6.5 eV
E_LUMO: 2.35 eV
HOMO: -4.12 eV
Relative energy (zero: lowest compared OMol25 entry of this formula, charge and spin): 8.2 kcal per mole

---

(5)
Formula: C8H16Cl2FNO3P
Source: OMol25
Level of theory: ωB97M-V with the def2-TZVPD basis set

ORCA input file:
```
! wB97M-V def2-TZVPD RIJCOSX def2/J DEFGRID3
* xyz 1 1
Cl 3.9180 0.9070 -3.6043
Cl 5.0673 1.2148 -0.9138
P -1.8979 -0.2355 1.2844
F -1.9955 -3.1876 0.1885
O -0.4213 -0.4864 0.8795
O 1.8255 -1.2134 -1.2884
O -4.0326 -3.0728 1.0445
N -2.3577 3.0488 -0.4976
C -2.8764 2.1191 0.1613
C -3.1328 -2.5437 0.5195
C 1.7043 -0.1893 -0.3169
C 0.2669 0.2832 -0.1770
C 2.3660 -0.5635 1.0000
C 4.6824 0.0982 -2.2332
C -2.3286 1.4974 1.4381
C -3.0287 -1.0767 0.1527
H 5.5996 -0.3651 -2.5767
H 3.3696 -0.9264 0.7864
H -2.0408 -0.8513 2.5256
H -3.0718 1.5524 2.2432
H -1.4802 3.3933 -0.1019
H -4.0215 -0.6307 0.2241
H -0.2648 0.1156 -1.1157
H 2.2320 0.6716 -0.7390
H 1.8233 -1.3564 1.5175
H 0.2300 1.3398 0.0899
H 1.3209 -1.9926 -1.0248
H -1.4419 2.0389 1.7834
H 3.9912 -0.6464 -1.8588
H -3.8266 1.7161 -0.1924
H 2.4514 0.3008 1.6608
H -2.6293 -0.9590 -0.8589
*
```

Results
Frontier orbital gap: 9.7 eV
E_LUMO: -3.38 eV
HOMO: -13.05 eV

---

(6)
Formula: C20H41N2OP3Tb
Source: OMol25
Level of theory: ωB97M-V with the def2-TZVPD basis set

ORCA input file:
```
! wB97M-V def2-TZVPD RIJCOSX def2/J DEFGRID3
* xyz 3 7
Tb -0.0934 -0.0091 0.0375
P 2.6514 -0.0615 0.6402
P -2.4851 0.4916 -1.2345
P 0.3057 -2.2304 -1.5242
O -0.9565 -1.1512 -6.6742
N -1.8201 -1.1036 3.9605
N -0.8372 -1.0713 1.9911
C 3.7968 -0.2063 -0.8092
C -1.6020 1.0778 -6.5691
C -0.6821 2.7109 -8.0805
C -1.3874 2.4022 -6.9140
C -0.3679 0.3460 -8.5589
C 3.3752 1.4117 1.4721
C 3.3150 -1.3842 1.7346
C 0.5426 2.4307 -0.7901
C 1.4646 -3.4599 -0.8732
C -0.8459 -2.3987 2.4754
C -0.1981 1.6912 -8.9093
C 0.1063 2.6669 0.4801
C -1.0000 0.0683 -7.3173
C -1.4379 -0.3301 2.9422
C -2.4626 0.4264 -3.0827
C -1.4597 -2.4263 3.6913
C 0.9391 -1.8487 -3.1856
C -1.2025 -3.1904 -1.8228
C -3.2507 2.1296 -0.9205
C -3.8628 -0.6416 -0.7989
H 3.7071 -1.1905 -1.2811
H -1.9317 -2.6156 -2.4118
H 1.5934 2.3162 -1.0313
H -0.8838 -4.0876 -2.3712
H -0.4195 -3.2106 1.9040
H 0.2326 -1.2059 -3.7308
H -2.1607 0.7728 -5.6756
H 3.1218 2.3158 0.9074
H 2.4827 -3.0504 -0.8028
H -3.5825 -1.6805 -0.9977
H 4.8272 -0.0397 -0.4748
H -0.5191 3.7534 -8.3508
H -3.4982 2.2025 0.1475
H 1.4342 -4.2988 -1.5820
H -1.5934 0.7359 2.9035
H 3.0679 -1.1511 2.7740
H -0.9365 2.9294 0.7067
H -0.1137 2.4988 -1.6514
H 4.4668 1.3257 1.5556
H 0.7879 2.7147 1.3413
H -1.6704 1.0901 -3.4526
H -2.2566 -0.5919 -3.4358
H 4.4024 -1.4769 1.6408
H -0.5629 -1.8387 -7.2392
H -4.7518 -0.3707 -1.3769
H -1.6708 -3.2348 4.3697
H -3.4346 0.7738 -3.4529
H 3.5277 0.5589 -1.5458
H -1.7828 3.1823 -6.2553
H 2.9398 1.4996 2.4753
H -4.0701 -0.5418 0.2718
H 1.9069 -1.3316 -3.1042
H 0.3202 1.9472 -9.8338
H -2.3018 -0.7731 4.7974
H 1.0549 -2.8148 -3.6930
H -2.5309 2.9200 -1.1697
H -4.1584 2.2292 -1.5293
H -1.6666 -3.4754 -0.8658
H 1.1503 -3.7978 0.1262
H -0.0034 -0.4572 -9.1894
H 2.8519 -2.3419 1.4890
*
```

Results
Frontier orbital gap (spin up / spin down): 3.6 / 3.8 eV
E_LUMO (spin up / spin down): -10.34 / -10.15 eV
HOMO (spin up / spin down): -13.98 / -13.98 eV
<S²>: 12.665
Relative energy (zero: lowest compared OMol25 entry of this formula, charge and spin): 14.2 kcal per mole

---

| no. | largest force on an atom (eV/Å) |
| --- | --- |
| 1 | 2.049 |
| 2 | 0.830 |
| 3 | 1.208 |
| 4 | 0.527 |
| 5 | 0.492 |
| 6 | 2.727 |